1.
ORCA calculation (ωB97M-V with the def2-TZVPD basis set) on 3 unconnected molecules or ions with the total composition C9H12F2O9 at a distorted geometry.

Positions of all 32 atoms, in Å:
F -7.82476 -5.40622 11.24723
F -15.89293 -6.31288 18.68765
O -14.35305 -7.64871 18.01636
O -10.88835 -2.71088 12.12764
O -14.70177 -9.73060 17.18567
O -0.29894 -3.47971 7.69907
O -15.63387 -7.95924 16.24466
O -9.92838 -4.64555 11.40970
O 0.82917 -5.06702 6.70633
O -1.18953 -4.44420 5.84424
O -9.20232 -2.79063 10.54236
C 0.92092 -6.04456 5.73179
C -15.51726 -6.53863 16.43854
C -1.24960 -2.41634 7.91322
C -14.91438 -8.58037 17.16698
C -10.11931 -3.30262 11.33001
C -8.72542 -3.77752 9.72791
C -8.88413 -4.99456 10.55340
C -0.30112 -4.30998 6.62803
C -14.93498 -6.42124 17.85250
H -16.33738 -5.88082 16.15082
H 0.23817 -6.86994 5.93351
H -9.32387 -5.72166 9.87072
H -14.71586 -6.38317 15.71626
H -14.36487 -5.49438 17.91581
H -7.67461 -3.75948 9.43882
H 0.81483 -5.67187 4.71299
H -0.90292 -1.50427 8.39908
H 1.97509 -6.31522 5.67204
H -9.43538 -3.90071 8.91006
H -1.67970 -1.98933 7.00725
H -2.07770 -2.75788 8.53428

SMILES: O=C1OC[C@@H](F)O1.O=C1OC[C@@H](F)O1.COC(=O)OC
Lowest unoccupied orbital energy (eV): 0.33
Multiplicity: 1
Energy relative to the best compared isomer or geometry (same formula, charge and spin) (eV): 0.608

2.
ORCA calculation (ωB97M-V with the def2-TZVPD basis set) on C9H12F3OP in the gas phase at a distorted geometry.

Positions of all 26 atoms, in Å:
P 0.82594 0.96842 0.95795
F 0.94946 1.40930 3.47824
F -1.52568 -0.03883 -3.35406
F -1.70468 0.50645 1.10594
O 2.17442 0.40031 0.96317
C -0.24028 -0.14604 -2.83842
C 1.36156 4.03054 1.08621
C -0.60329 -1.54030 0.46625
C -0.49287 -0.14061 1.08060
C -1.03954 -1.66294 -1.00541
C 0.63081 -2.30107 1.01916
C 1.53998 3.19798 2.06840
C 0.60942 2.13874 2.38958
C 0.01641 -0.93575 -1.79490
H -1.36861 -1.93330 1.10068
H -0.37222 2.47740 2.65011
H 1.10201 -0.95770 -1.33570
H 0.29081 4.06312 0.54657
H 2.37925 3.06673 2.68808
H 1.55864 -1.96923 0.33870
H -1.06312 -2.73138 -1.24332
H 0.54141 -3.43713 1.03132
H -2.04101 -1.27418 -1.23775
H 1.03526 -1.80115 1.96518
H 0.44863 0.42725 -3.33460
H 2.05861 4.78379 1.04958

Lowest unoccupied orbital energy (alpha / beta) (eV): -1.00 / -1.00
Multiplicity: 1
Energy relative to the best compared isomer or geometry (same formula, charge and spin) (eV): 1.382

3.
ORCA calculation (ωB97M-V with the def2-TZVPD basis set) on a gas-phase ion, C9H12N (charge +1) at a distorted geometry.

Positions of all 22 atoms, in Å:
N 0.51459 -0.01989 -1.16824
C -0.55741 1.22186 4.61340
C 1.19340 1.25244 1.35321
C 0.31921 -1.16603 -2.15231
C -0.43391 0.50920 3.65494
C -0.31764 -0.22641 2.54338
C 0.65914 1.15509 -1.72356
C -1.14063 -1.26042 -2.52768
C 0.22905 0.25642 1.29361
C 0.00138 -0.35595 0.03283
H 0.73973 -0.85546 -3.12319
H 1.64816 1.42018 2.26728
H 0.72096 1.16445 -2.80977
H -0.55517 -1.24670 0.09263
H -1.71235 -0.33253 -2.62310
H -1.02360 -1.10037 2.48661
H 0.77013 2.02960 -1.15837
H 0.55491 -2.15782 -1.71272
H -0.27854 1.68259 5.53290
H -1.28225 -1.86224 -3.56613
H 1.69286 1.80998 0.56426
H -1.74204 -1.91799 -1.86999

Lowest unoccupied orbital energy (alpha / beta) (eV): -5.87 / -5.27
Multiplicity: 1
Net charge: +1
Energy relative to the best compared isomer or geometry (same formula, charge and spin) (eV): 5.572

4.
ORCA calculation (ωB97M-V with the def2-TZVPD basis set) on 2 unconnected molecules or ions with the total composition C9H12N2O at a distorted geometry.

Positions of all 24 atoms, in Å:
O 2.07776 -0.53182 -1.93193
N -2.30088 0.19953 1.29443
N -2.07886 0.75584 0.08897
C -2.48400 -1.05815 0.95302
C -2.30012 -0.13786 -1.11981
C -2.51098 -1.28062 -0.45823
C 1.41923 0.52671 -1.31610
C 1.52647 -1.28720 0.32788
C 2.11333 -0.08973 0.97442
C 2.01727 1.14292 0.02632
C 0.96688 -0.86038 -1.00034
C -1.83414 2.06106 -0.02167
H 2.05024 -2.16206 0.18754
H 1.37546 1.97825 0.54989
H -2.80867 -1.76924 1.66760
H 3.12057 -0.20339 1.51230
H 0.70007 -1.70419 0.90599
H -2.75091 -2.25405 -0.88897
H 2.94060 1.54336 -0.23476
H -1.82422 2.69935 0.84810
H 1.64017 0.20736 1.93313
H -2.11533 2.34393 -1.00835
H 0.86031 1.24513 -1.80376
H 0.19974 -1.36472 -1.48564

Lowest unoccupied orbital energy (eV): -1.61
Multiplicity: 1
Energy relative to the best compared isomer or geometry (same formula, charge and spin) (eV): 7.347

5.
ORCA calculation (ωB97M-V with the def2-TZVPD basis set) on C9H12N2O in the gas phase at a distorted geometry.

Positions of all 24 atoms, in Å:
O -3.89256 1.00222 -0.06189
N -0.54699 1.69672 -0.08160
N -1.88154 -1.14188 -1.39828
C 1.97922 0.75747 -0.30104
C 1.09809 -1.62228 -0.45481
C -1.62832 -0.25117 -0.61128
C -0.35807 0.42470 -0.33997
C 0.47840 2.47986 0.17640
C 2.14450 -2.11398 0.65222
C -2.86474 0.24993 0.62932
C 0.92053 -0.10780 -0.39391
C 1.80047 2.09723 -0.06545
H 2.97593 -2.53055 0.16923
H 2.74577 2.60318 0.20269
H -3.22216 -0.66742 1.00940
H -2.81623 -1.58631 -1.44314
H 2.94242 0.44086 -0.43162
H 0.13312 -2.19146 -0.15242
H 2.46477 -1.19367 1.11160
H 1.70739 -2.74845 1.39470
H -3.56212 1.90134 -0.23950
H -2.33541 0.76757 1.39909
H 1.47441 -1.63484 -1.45747
H 0.24312 3.36873 0.68772

SMILES: [H]/N=C(\CO)c1ncccc1CC
Lowest unoccupied orbital energy (eV): 0.61
Multiplicity: 1
Energy relative to the best compared isomer or geometry (same formula, charge and spin) (eV): 3.094

6.
ORCA calculation (ωB97M-V with the def2-TZVPD basis set) on C9H12N2O2S in the gas phase at a distorted geometry.

Positions of all 26 atoms, in Å:
S -1.00898 0.06856 2.27984
O 2.35189 -1.01921 0.61549
O 1.35979 0.93765 0.89572
N -0.83826 -2.67140 -1.66403
N -0.01013 -2.29485 1.24827
C -0.85706 -0.46146 -0.50397
C -0.90671 -1.65720 -1.16184
C 1.40777 -0.39892 0.94477
C -2.45880 0.24081 1.16650
C 0.05168 -0.90850 1.03078
C 2.61066 1.62486 0.60026
C -2.18934 0.07562 -0.10485
C -3.27183 0.03902 -1.14609
C 3.00111 1.71383 -0.84027
H -0.17024 0.25306 -1.06922
H 2.26430 2.57519 1.00413
H 0.85385 -2.65582 0.91642
H 3.35626 1.14747 1.18528
H -2.93825 0.58918 -2.06565
H -4.18157 0.59081 -0.65379
H 2.38218 2.37706 -1.49121
H -0.70259 -2.72846 0.71269
H -3.56597 -1.01012 -1.34811
H -3.37031 0.77171 1.58634
H 2.87637 0.68470 -1.27892
H 3.95418 2.11641 -0.85854

SMILES: CCOC(=O)[C@@]1(N)SC=C(C)[C@@H]1C#N
Lowest unoccupied orbital energy (eV): 0.46
Multiplicity: 1
Energy relative to the best compared isomer or geometry (same formula, charge and spin) (eV): 2.397

7.
ORCA calculation (ωB97M-V with the def2-TZVPD basis set) on 2 unconnected molecules or ions with the total composition C9H12N3O at a distorted geometry.

Positions of all 25 atoms, in Å:
O -0.17551 -0.09393 2.94329
N -3.93270 -0.50659 0.66386
N -0.63044 1.15166 -1.10562
N 1.42308 0.21141 -1.42747
C -2.63633 -0.56766 0.46488
C 1.47000 -0.04325 -0.19406
C 2.34148 -1.13550 0.42778
C 2.05817 -0.83995 1.94299
C 0.73355 -0.20828 1.96009
C 0.38066 0.94233 -1.90331
C -0.68911 1.00921 0.23235
C 0.47276 1.40441 -3.26678
C 0.40174 0.23343 0.74109
H 1.95354 -2.16392 0.14134
H -4.46680 0.28760 0.31313
H -1.46021 1.60659 -1.51218
H 1.34044 1.15066 -3.76328
H -2.06809 -1.44077 0.67647
H 2.14628 -1.70056 2.71767
H -0.35917 0.85026 -3.86663
H 3.27157 -0.80574 0.10318
H 0.01559 -0.28425 3.82082
H 0.20087 2.42439 -3.41078
H 2.83461 -0.23833 2.52788
H -4.62598 -1.24321 0.77329

Lowest unoccupied orbital energy (alpha / beta) (eV): -4.39 / -4.35
Multiplicity: 1
Net charge: +1
Energy relative to the best compared isomer or geometry (same formula, charge and spin) (eV): 6.589

8.
ORCA calculation (ωB97M-V with the def2-TZVPD basis set) on a gas-phase ion, C9H12N3O (charge +1) at a distorted geometry.

Positions of all 25 atoms, in Å:
O -1.77227 -2.22432 0.10462
N 2.63962 1.88249 -0.07583
N -0.24303 1.11193 0.09998
N -1.13074 -1.14687 0.10699
C -1.77060 0.14056 0.08124
C 2.07787 0.64688 -0.05030
C 2.52701 -1.79848 -0.10436
C 0.27983 -1.08024 0.11005
C 1.24331 -2.09339 0.09616
C -2.66860 0.49912 1.29324
C -2.35361 0.29938 -1.22600
C 0.70826 0.30464 0.03680
C 2.94284 -0.45861 -0.09978
H 0.82359 -3.08341 -0.08566
H -2.47120 1.46899 -1.25170
H 2.12442 2.71673 -0.45026
H -2.00322 0.35448 2.09142
H -3.35330 -0.19908 -1.20410
H -1.70029 -0.16731 -1.95475
H -2.85619 1.62216 1.30679
H 3.56686 1.93135 0.39956
H -0.25444 2.13026 -0.12016
H 3.89135 -0.21707 -0.40222
H 3.33957 -2.53993 -0.07834
H -3.58706 -0.10027 1.37662

SMILES: CC1(C)Nc2c(N)cccc2[N+]1=O
Lowest unoccupied orbital energy (alpha / beta) (eV): -4.87 / -5.78
Multiplicity: 1
Net charge: +1
Energy relative to the best compared isomer or geometry (same formula, charge and spin) (eV): 4.746

> Which formula does entry 3 have?

C9H12N

> Which formula does entry 8 have?

C9H12N3O